{"formula": "C26H73N5O8", "method": "the ωB97M-V functional and the def2-TZVPD basis", "symbols": ["C", "O", "C", "C", "C", "N", "H", "H", "H", "H", "H", "H", "H", "H", "H", "H", "H", "C", "O", "C", "C", "C", "N", "H", "H", "H", "H", "H", "H", "H", "H", "H", "H", "H", "C", "O", "C", "C", "C", "N", "H", "H", "H", "H", "H", "H", "H", "H", "H", "H", "H", "C", "O", "C", "C", "C", "N", "H", "H", "H", "H", "H", "H", "H", "H", "H", "H", "H", "C", "O", "C", "C", "C", "N", "H", "H", "H", "H", "H", "H", "H", "H", "H", "H", "H", "C", "C", "O", "H", "H", "H", "H", "H", "H", "C", "C", "O", "H", "H", "H", "H", "H", "H", "C", "C", "O", "H", "H", "H", "H", "H", "H"], "xyz": [[1.9763, -1.9745, -3.0554], [0.6271, -1.8072, -3.4048], [0.0057, -0.7107, -2.7842], [-0.1523, -0.7647, -1.2757], [-1.5130, -0.1750, -0.8290], [0.9170, -0.0405, -0.5434], [2.5451, -1.0766, -3.3231], [2.4244, -2.8019, -3.6052], [2.1332, -2.2063, -1.9974], [0.5744, 0.1850, -3.0825], [-0.9923, -0.6291, -3.2184], [-0.1012, -1.7723, -0.8597], [-2.2852, -0.8940, -1.1304], [-1.8498, 0.8100, -1.1423], [-1.5085, -0.2239, 0.2623], [0.6195, 0.4321, 0.2977], [1.3712, 0.6453, -1.1320], [2.5164, -1.9680, 2.3303], [1.6732, -1.8616, 3.4599], [0.3473, -2.2890, 3.1383], [-0.4901, -2.3159, 4.3981], [0.0921, -3.3685, 5.3577], [-1.9095, -2.5658, 4.0985], [2.7854, -3.0136, 2.1540], [3.4038, -1.3815, 2.5658], [2.0893, -1.5361, 1.4184], [-0.0147, -1.5934, 2.3688], [0.4642, -3.2304, 2.5872], [-0.4656, -1.4109, 5.0112], [1.1060, -3.0850, 5.6501], [0.0516, -4.3489, 4.8754], [-0.4224, -3.4576, 6.3183], [-2.4291, -2.5944, 4.9682], [-1.9721, -3.5082, 3.7200], [-8.6660, 2.0615, -1.0494], [-7.4169, 2.0205, -0.4163], [-7.0414, 0.6903, -0.0522], [-5.6908, 0.8161, 0.6360], [-4.5821, 1.3972, -0.2144], [-5.2481, -0.4760, 1.2111], [-9.0202, 3.0917, -1.0443], [-9.4195, 1.5849, -0.4027], [-8.7852, 1.6143, -2.0361], [-7.8161, 0.4231, 0.6810], [-7.0785, -0.0169, -0.8849], [-5.8045, 1.4145, 1.5471], [-3.7818, 1.7161, 0.4549], [-4.9141, 2.2462, -0.8172], [-4.1623, 0.7382, -0.9761], [-6.0569, -0.9368, 1.6362], [-4.7260, -0.3260, 2.0727], [6.8983, -1.7486, -1.1617], [6.8326, -0.3585, -1.4548], [5.5337, 0.1676, -1.4002], [5.4521, 1.6884, -1.5796], [4.0892, 2.1141, -1.0798], [5.5664, 2.0246, -3.0166], [6.0710, -2.2254, -1.6961], [6.7830, -1.9794, -0.0991], [7.8818, -2.0436, -1.5121], [4.8775, -0.2786, -2.1640], [5.0574, -0.1107, -0.4509], [6.2917, 2.2015, -1.1050], [3.9599, 3.1670, -1.3532], [3.9728, 1.9437, -0.0099], [3.2406, 1.6950, -1.6228], [5.9673, 1.2057, -3.4837], [6.3471, 2.6451, -3.2279], [2.4398, 7.4695, -1.0600], [1.1515, 7.0827, -1.5151], [1.0342, 5.7272, -1.7956], [0.9353, 4.8288, -0.5658], [0.8666, 3.3427, -0.9047], [-0.2066, 5.2233, 0.2746], [3.1681, 7.2600, -1.8468], [2.6459, 6.9806, -0.1065], [2.4021, 8.5438, -0.8951], [0.0909, 5.5173, -2.3127], [1.8156, 5.3422, -2.4613], [1.8488, 4.8616, 0.0419], [-0.1553, 3.0052, -1.1096], [1.0701, 2.7607, -0.0006], [1.5795, 3.0793, -1.6852], [-1.0227, 5.4403, -0.2861], [-0.4680, 4.4566, 0.8831], [-1.5719, -4.6268, 1.0306], [-2.2257, -3.4185, 0.3980], [-3.5938, -3.3463, 0.8172], [-0.4904, -4.7175, 1.0524], [-1.9517, -5.5119, 0.5125], [-2.0232, -4.6983, 2.0223], [-2.2603, -3.4364, -0.6951], [-1.7493, -2.4913, 0.7349], [-3.9894, -2.6287, 0.3074], [2.4207, 2.0097, 3.0906], [1.1511, 1.2897, 3.5303], [0.3087, 1.1069, 2.4035], [2.2311, 3.0232, 2.7444], [3.0036, 1.4568, 2.3509], [3.0586, 2.0478, 3.9788], [0.7182, 2.0052, 4.2433], [1.3598, 0.3878, 4.1083], [-0.5364, 0.7642, 2.7187], [-1.7688, -4.2676, -3.6433], [-0.5250, -4.6573, -2.8402], [-0.8228, -5.8541, -2.1264], [-1.7018, -3.2074, -3.9013], [-2.7360, -4.4212, -3.1738], [-1.7032, -4.7783, -4.6062], [-0.2982, -3.7883, -2.2163], [0.3515, -4.7644, -3.4810], [-0.0805, -6.0324, -1.5395]], "atomic_forces_ev_per_a": [[0.50, 0.10, 0.05], [-0.12, -0.73, -0.06], [0.22, 0.21, -0.27], [-0.06, 1.73, 1.54], [-0.22, -1.61, 0.18], [0.74, -0.28, -0.82], [0.07, 0.11, 0.17], [-0.39, -0.05, -0.26], [-0.18, 0.25, 0.14], [-0.19, 0.19, 0.24], [0.10, -0.14, -0.17], [-0.29, -0.36, -0.57], [-0.15, 0.20, -0.05], [0.63, 0.16, -0.28], [-0.16, 0.28, 0.05], [-0.26, -0.08, 0.12], [-0.06, 0.02, 0.01], [0.24, 0.33, 0.23], [-0.37, -0.10, -0.01], [0.91, 1.07, -0.69], [-0.41, -1.04, 1.37], [0.23, -0.06, 0.14], [0.41, -0.10, -0.40], [0.07, -0.04, -0.08], [0.17, -0.19, -0.02], [-0.25, -0.03, 0.06], [-0.45, 0.10, 0.24], [-0.56, -0.46, 0.55], [0.27, 0.55, -0.78], [0.15, -0.30, -0.39], [0.31, -0.05, 0.08], [-0.46, 0.20, -0.23], [0.01, 0.07, 0.01], [-0.23, 0.13, -0.11], [-1.29, 0.33, 1.19], [0.42, -0.38, -1.05], [-0.43, 1.07, 0.85], [0.42, -0.60, 0.99], [0.05, 0.51, -0.51], [-0.53, -1.00, 0.19], [0.40, 0.17, -0.43], [0.06, -0.35, -0.05], [0.63, -0.03, -0.19], [0.24, -0.67, 0.05], [0.24, 0.08, -0.16], [-0.46, 0.85, -0.65], [0.15, 0.05, -0.20], [-0.15, 0.24, 0.49], [-0.16, -0.55, 0.38], [-0.10, -0.10, -0.55], [0.54, 0.30, -0.44], [-0.40, 0.76, -0.44], [0.27, 0.33, 0.04], [-0.44, 0.04, 0.56], [0.32, -0.75, -0.83], [-0.09, 1.18, -0.22], [0.84, -0.73, -1.00], [0.29, -0.46, -0.12], [0.04, 0.22, 0.11], [-0.09, -0.44, -0.01], [0.13, -0.08, -0.20], [0.11, 0.11, 0.18], [-0.32, -0.20, 0.74], [0.16, 0.15, 0.57], [-0.12, 0.17, 0.00], [0.38, -0.76, -0.03], [-0.63, -0.13, 0.03], [-0.38, 0.54, 0.61], [-0.73, -0.03, -0.13], [-0.14, 0.47, -0.24], [-0.46, -1.26, 0.33], [0.01, -0.58, 0.74], [-0.48, -0.25, 0.19], [0.34, 0.22, 0.08], [0.30, -0.16, 0.24], [0.41, -0.06, -0.09], [-0.01, 0.02, -0.01], [-0.05, 0.62, -0.26], [0.29, 0.20, 0.04], [-0.05, 0.67, 0.01], [0.06, 0.27, -0.71], [0.45, 0.11, -0.02], [-0.19, -0.21, -0.07], [0.08, 0.02, -0.12], [0.05, 0.02, 0.05], [-1.42, -0.81, -0.27], [-0.20, 0.81, -0.02], [0.17, -0.39, 0.02], [0.07, 0.52, -0.01], [0.13, -0.04, -0.03], [0.46, -0.02, 0.22], [0.63, -0.17, -0.05], [0.28, -0.06, -0.13], [-0.19, 0.10, 0.32], [0.39, -0.82, 0.43], [0.52, 1.43, 0.40], [-0.29, -0.31, 0.11], [-0.10, -0.02, -0.08], [-0.23, -0.01, -0.18], [0.04, 0.27, -0.06], [-0.49, -0.18, -0.06], [0.02, -0.25, -0.52], [0.05, 0.00, -0.10], [0.97, 0.27, -1.03], [-1.01, 0.65, 0.14], [0.39, 0.23, 0.12], [0.06, 0.02, 0.10], [0.18, -0.35, 0.31], [-0.53, -0.20, 0.07], [0.08, -0.36, 0.61], [-0.07, -0.21, -0.24], [-0.08, -0.11, -0.01]], "lowdin_charge": [-0.12, -0.20, -0.19, -0.39, -0.07, 0.06, 0.08, 0.09, 0.08, 0.13, 0.13, 0.11, 0.07, 0.07, 0.07, 0.03, 0.03, -0.10, -0.22, -0.21, -0.42, -0.07, 0.05, 0.09, 0.09, 0.07, 0.11, 0.11, 0.13, 0.08, 0.08, 0.07, 0.07, 0.05, -0.13, -0.19, -0.19, -0.42, -0.06, 0.03, 0.09, 0.08, 0.09, 0.12, 0.13, 0.14, 0.08, 0.08, 0.06, 0.07, 0.08, -0.09, -0.18, -0.24, -0.41, -0.08, 0.03, 0.08, 0.09, 0.09, 0.12, 0.12, 0.14, 0.08, 0.07, 0.05, 0.07, 0.07, -0.09, -0.18, -0.23, -0.44, -0.08, 0.05, 0.09, 0.08, 0.09, 0.13, 0.12, 0.12, 0.08, 0.06, 0.06, 0.07, 0.06, -0.08, -0.32, -0.09, 0.07, 0.07, 0.06, 0.10, 0.08, 0.05, -0.08, -0.31, -0.09, 0.07, 0.06, 0.08, 0.11, 0.10, 0.09, -0.07, -0.32, -0.08, 0.06, 0.07, 0.07, 0.08, 0.11, 0.08], "molar_mass_g_mol": 583.897, "smiles": "COC[C@H](C)N.COC[C@H](C)N.COC[C@H](C)N.COC[C@H](C)N.COC[C@H](C)N.CCO.CCO.CCO", "lumo_ha": 0.018, "total_energy_ha": -1909.9195}